ORCA calculation (wB97M-V/def2-TZVPD) on a structure of composition C4HCoLiO4 at a distorted geometry.

Each line ends with the Löwdin charge.
CARTESIAN COORDINATES (ANGSTROEM)
O1 1.41 -2.65 -0.59  -0.034
C1 1.18 -3.47 -1.35  0.137
C2 0.92 1.11 -0.27  0.122
C3 0.74 1.84 0.76  0.467
H1 1.20 2.20 1.67  0.173
Li1 1.47 -0.96 0.66  0.832
O2 -1.57 1.61 0.60  0.273
C4 -1.13 0.57 0.08  -0.846
O3 -1.23 -0.65 0.35  0.103
O4 -0.29 0.84 -0.94  0.169
Co1 -2.69 -0.44 -0.97  1.604

Summary:
Largest force on an atom = 5.909 eV Å⁻¹
ΔE to the lowest compared entry with this formula, charge and spin = 78.2 kcal/mol
⟨S²⟩ = 6.03
2S+1 = 5
HOMO (spin up / spin down) = -23.5 / -23.5 eV
Total charge = +3